No. 1
{
  "formula": "C5H7NO",
  "method": "ωB97M-V/def2-TZVPD",
  "symbols": ["H", "N", "C", "O", "C", "C", "C", "C", "H", "H", "H", "H", "H", "H"],
  "positions_angstrom": [[-1.2808, 0.1590, -2.8557], [-1.1128, 0.8047, -2.0869], [-0.7400, 0.3271, -0.9855], [-0.5691, -1.1251, -0.6296], [-0.3858, -1.2157, 0.8106], [0.3402, 0.0669, 1.1450], [1.2978, 0.3515, 0.0441], [-0.0578, 1.0578, 0.1081], [0.2063, -2.0855, 1.1528], [-1.3779, -1.2817, 1.2586], [0.5169, 0.3853, 2.1635], [1.1652, -0.5094, -0.6481], [2.1889, 0.9522, 0.1724], [-0.1911, 2.1129, 0.3507]],
  "mulliken_charge": [0.262, -0.690, 0.456, -0.455, -0.446, -0.176, -0.680, -0.221, 0.300, 0.293, 0.414, 0.247, 0.296, 0.400],
  "smiles": "[H]/N=C1\\OC[C@H]2C[C@@H]12",
  "e_tot_ev": -8833.905,
  "de_lowest_kcal_mol": 53.00,
  "total_charge": 0,
  "homo_energy_ev": -9.736,
  "homo_lumo_gap_ha": 0.397
}

No. 2
{
  "formula": "C12H19BCuNO5Si",
  "method": "ωB97M-V/def2-TZVPD",
  "symbols": ["C", "Si", "C", "C", "C", "C", "O", "O", "N", "C", "O", "C", "C", "C", "C", "C", "C", "B", "O", "O", "H", "H", "H", "H", "H", "H", "H", "H", "H", "H", "H", "H", "H", "H", "H", "H", "H", "H", "H", "Cu"],
  "positions_angstrom": [[2.8032, 0.2321, 2.5611], [1.4599, 0.2918, 1.1775], [-0.2068, 0.0493, 2.0892], [1.5116, 2.0571, 0.4803], [1.9167, -1.1065, -0.0510], [1.8679, -2.5430, 0.6253], [0.9741, -2.9373, 1.3289], [2.9028, -3.4030, 0.3732], [1.1588, -1.2120, -1.3194], [-0.2559, -1.4845, -1.2048], [-1.1181, -0.5245, -1.9445], [-2.1334, 0.0120, -1.1167], [-2.1603, 1.4552, -0.9051], [-3.1426, 2.0731, -0.0366], [-4.1440, 1.2720, 0.6590], [-4.1593, -0.1743, 0.4226], [-3.1627, -0.7760, -0.4543], [1.5655, -0.3069, -2.4161], [1.2310, 1.0509, -2.5782], [2.4318, -0.8522, -3.4191], [2.4394, -0.2639, 3.4933], [3.7099, -0.3304, 2.1917], [3.1267, 1.2805, 2.8146], [-1.0038, 0.7520, 1.7198], [-0.0348, 0.1989, 3.1932], [-0.6307, -0.9835, 1.9890], [1.5539, 2.7513, 1.3651], [0.5333, 2.2912, -0.0279], [2.3995, 2.2492, -0.1721], [3.0099, -0.9624, -0.3188], [-0.4556, -2.4820, -1.7097], [-0.6378, -1.6286, -0.1562], [-1.4219, 2.1146, -1.4095], [-3.1255, 3.1740, 0.1360], [-4.8706, 1.7512, 1.3470], [-4.9225, -0.7855, 0.9503], [-3.2043, -1.8809, -0.6110], [1.9973, 1.5987, -2.3175], [3.2502, -1.0813, -2.9319], [-1.0529, -0.9362, -3.8170]],
  "mulliken_spin": [0.000, 0.013, 0.000, 0.003, -0.014, -0.007, 0.055, 0.926, 0.007, 0.001, 0.000, 0.001, 0.000, 0.000, 0.000, 0.000, 0.000, 0.002, 0.000, 0.000, 0.000, 0.000, 0.000, 0.000, 0.000, 0.000, 0.001, -0.001, 0.000, 0.013, 0.000, 0.001, 0.000, 0.000, 0.000, 0.000, 0.000, 0.000, 0.000, 0.000],
  "e_tot_ev": -77665.124,
  "spin_multiplicity": 2,
  "total_charge": 1,
  "homo_energy_ev": [-12.327, -12.307],
  "homo_lumo_gap_ha": [0.252, 0.251]
}

No. 3
{
  "formula": "C3HCl2F3",
  "method": "ωB97M-V/def2-TZVPD",
  "symbols": ["F", "C", "F", "C", "Cl", "C", "F", "Cl", "H"],
  "positions_angstrom": [[3.7639, -0.9370, -0.5186], [2.4698, -1.1372, -0.8066], [2.2739, -1.8955, -1.8215], [1.4505, -0.3422, -0.0840], [1.9973, 0.6693, 1.2512], [-0.0497, -0.2252, -0.3225], [-0.6428, -1.4888, -0.3685], [-0.3212, 0.4287, -2.0381], [-0.3139, 0.4245, 0.4918]],
  "mulliken_charge": [-0.179, 0.407, -0.177, 0.138, -0.200, 0.070, -0.225, -0.165, 0.331],
  "smiles": "FC(F)=C(Cl)[C@H](F)Cl",
  "e_tot_ev": -36322.529,
  "de_lowest_kcal_mol": 23.40,
  "total_charge": 0,
  "homo_energy_ev": -9.552,
  "homo_lumo_gap_ha": 0.356
}

No. 4
{
  "formula": "C27H39FN10O3S",
  "method": "ωB97M-V/def2-TZVPD",
  "symbols": ["N", "C", "C", "C", "N", "C", "C", "O", "C", "C", "C", "C", "C", "C", "S", "O", "O", "F", "H", "H", "H", "H", "H", "H", "H", "H", "H", "H", "H", "H", "H", "H", "H", "C", "C", "N", "H", "H", "H", "C", "C", "N", "H", "H", "H", "C", "C", "N", "H", "H", "H", "C", "C", "N", "H", "H", "H", "C", "C", "N", "H", "H", "H", "C", "C", "N", "H", "H", "H", "C", "C", "N", "H", "H", "H", "C", "C", "N", "H", "H", "H"],
  "positions_angstrom": [[4.9123, -0.9704, 2.6570], [4.2881, -1.0383, 1.3217], [4.5292, 0.2073, 0.4483], [5.7771, 1.0122, 0.7859], [5.4383, 2.4068, 1.2018], [4.5089, 2.4598, 2.3518], [3.2475, 3.2645, 1.9854], [3.3085, 4.4583, 1.9686], [1.9746, 2.5344, 1.7098], [1.5093, 2.4155, 0.3965], [0.3314, 1.7410, 0.1035], [-0.4083, 1.1693, 1.1379], [0.0440, 1.3063, 2.4488], [1.2267, 1.9777, 2.7421], [6.7806, 3.3345, 1.3940], [6.4466, 4.6926, 1.1859], [7.8632, 2.7807, 0.6624], [7.1416, 3.1594, 2.9059], [5.8586, -1.3309, 2.5772], [4.4481, -1.6625, 3.2360], [3.2208, -1.1095, 1.4804], [4.5452, -1.9396, 0.7682], [4.6028, -0.1086, -0.5861], [3.6505, 0.8406, 0.5059], [6.4178, 0.5446, 1.5297], [6.3771, 1.1066, -0.1090], [4.9348, 2.9932, 3.1959], [4.2466, 1.4650, 2.7012], [2.0994, 2.8638, -0.3919], [0.0163, 1.6707, -0.9207], [-1.3154, 0.6384, 0.9067], [-0.5358, 0.8858, 3.2582], [1.5355, 2.0640, 3.7740], [-0.8530, 2.4085, -4.2904], [-0.0742, 1.4657, -3.4980], [0.5194, 0.7089, -2.8748], [-1.9089, 2.2825, -4.0695], [-0.5573, 3.4281, -4.0508], [-0.6902, 2.2283, -5.3505], [-0.6442, -2.7461, 2.8336], [0.3179, -2.5569, 1.7568], [1.0665, -2.4093, 0.9032], [-1.4733, -2.0504, 2.7154], [-1.0293, -3.7639, 2.8099], [-0.1572, -2.5607, 3.7885], [-5.2718, 1.7943, -4.0626], [-4.4519, 2.1146, -5.2212], [-3.7636, 2.3655, -6.1015], [-6.1796, 2.3943, -4.0658], [-5.5400, 0.7397, -4.0835], [-4.6955, 2.0021, -3.1611], [-3.8720, -0.2813, 0.2723], [-3.6453, 0.8731, -0.5915], [-3.4666, 1.7837, -1.2635], [-2.9834, -0.4715, 0.8674], [-4.7084, -0.0919, 0.9400], [-4.0861, -1.1593, -0.3295], [-5.6163, -4.2142, 0.2809], [-4.8932, -3.3823, 1.2323], [-4.3232, -2.7335, 1.9853], [-5.0954, -5.1652, 0.1606], [-6.6268, -4.3935, 0.6447], [-5.6697, -3.7143, -0.6847], [-4.3698, 3.2900, -9.5859], [-5.5889, 2.8140, -10.2275], [-6.5483, 2.4402, -10.7285], [-4.4212, 3.1126, -8.5135], [-3.5089, 2.7620, -9.9903], [-4.2501, 4.3564, -9.7665], [4.0691, -0.0675, 5.7458], [2.8473, -0.5646, 5.1269], [1.8917, -0.9555, 4.6313], [4.0304, -0.2293, 6.8213], [4.9283, -0.5894, 5.3311], [4.1745, 0.9973, 5.5475], [-3.6746, -8.3242, 1.8473], [-3.6036, -7.4109, 0.7142], [-3.5479, -6.6948, -0.1781], [-3.4742, -9.3400, 1.5136], [-2.9364, -8.0410, 2.5945], [-4.6668, -8.2834, 2.2920]],
  "mulliken_charge": [-0.509, -0.553, -0.001, -0.797, 0.033, -0.324, -0.530, -0.547, 0.387, -0.322, -0.284, 0.143, -0.574, -0.187, 1.117, -0.566, -0.609, -0.251, 0.200, 0.296, -0.055, 0.525, 0.663, -0.367, 0.449, 0.416, 0.672, 0.000, 0.402, 0.073, -0.064, 0.377, 0.580, -0.513, 0.451, -0.448, -0.122, 0.298, 0.365, -0.635, 0.456, -0.457, 0.087, 0.323, 0.220, -0.428, 0.315, -0.400, 0.280, 0.259, 0.040, -0.235, 0.258, -0.509, 0.042, 0.347, 0.135, -0.625, 0.438, -0.432, 0.076, 0.289, 0.288, -0.461, 0.292, -0.359, 0.032, 0.250, 0.250, -0.863, 0.424, -0.365, 0.373, 0.246, 0.219, -0.750, 0.408, -0.471, 0.284, 0.259, 0.275],
  "smiles": "NCCCN(CC(=O)c1ccccc1)S(=O)(=O)F.CC#N.CC#N.CC#N.CC#N.CC#N.CC#N.CC#N.CC#N",
  "e_tot_ev": -63224.603,
  "total_charge": 0,
  "homo_energy_ev": -9.185,
  "homo_lumo_gap_ha": 0.341
}

No. 5
{
  "formula": "C24H25NORuS2",
  "method": "ωB97M-V/def2-TZVPD",
  "symbols": ["Ru", "C", "C", "C", "C", "C", "C", "C", "C", "C", "H", "H", "H", "H", "H", "H", "H", "H", "H", "H", "H", "H", "N", "C", "C", "C", "C", "C", "C", "C", "C", "C", "C", "C", "C", "C", "H", "H", "H", "H", "H", "H", "H", "H", "H", "H", "C", "O", "C", "S", "S", "H", "H", "H"],
  "positions_angstrom": [[1.3559, 0.3863, 0.3854], [-0.3921, 2.4999, 2.6760], [0.8332, 2.2165, 1.8670], [1.9641, 1.5999, 2.4283], [3.1297, 1.3794, 1.6819], [4.3458, 0.7551, 2.2885], [3.1600, 1.8385, 0.3374], [2.0743, 2.5177, -0.2597], [2.1523, 3.0644, -1.6534], [0.8959, 2.6287, 0.5060], [-1.3007, 2.2887, 2.1123], [-0.4041, 3.5650, 2.9206], [-0.4027, 1.9377, 3.6073], [1.9435, 1.2904, 3.4665], [4.8526, 0.1041, 1.5771], [4.1023, 0.1881, 3.1847], [5.0439, 1.5472, 2.5681], [4.0716, 1.7130, -0.2349], [1.2505, 2.8299, -2.2177], [3.0169, 2.6724, -2.1846], [2.2427, 4.1517, -1.6167], [0.0376, 3.1239, 0.0665], [-0.3338, -0.0283, -0.3105], [-1.4247, -0.3499, -0.8408], [-2.7279, 0.0063, -0.2551], [-2.8339, 0.2641, 1.1147], [-4.0492, 0.6416, 1.6516], [-5.1597, 0.7713, 0.8221], [-5.0579, 0.5085, -0.5362], [-3.8438, 0.1189, -1.0809], [-1.3076, -1.1261, -2.1126], [-0.4834, -0.6749, -3.1383], [-0.3798, -1.4148, -4.3050], [-1.0795, -2.6072, -4.4317], [-1.8897, -3.0611, -3.3981], [-2.0121, -2.3216, -2.2332], [-1.9717, 0.1171, 1.7569], [-4.1436, 0.8221, 2.7138], [-6.1106, 1.0702, 1.2422], [-5.9255, 0.6035, -1.1743], [-3.7625, -0.0807, -2.1411], [0.0437, 0.2662, -3.0371], [0.2419, -1.0613, -5.1161], [-1.0021, -3.1814, -5.3449], [-2.4362, -3.9881, -3.5040], [-2.6502, -2.6641, -1.4286], [2.0327, -4.4198, 1.9524], [2.5689, -3.5240, 0.9304], [2.1649, -2.3186, 0.8172], [1.0104, -1.4748, 1.7317], [2.7845, -1.2826, -0.3851], [2.8656, -4.6876, 2.5944], [1.6571, -5.2886, 1.4224], [1.2421, -3.9328, 2.5170]],
  "mulliken_charge": [0.454, -1.680, 0.992, -0.204, 0.645, -1.765, -0.970, 1.422, -1.714, -0.997, 0.386, 0.359, 0.459, 0.540, 0.406, 0.418, 0.375, 0.588, 0.357, 0.445, 0.350, 0.590, -0.059, -0.692, 0.848, -0.489, -0.785, -0.466, -0.812, -0.313, 0.585, -0.175, -0.797, -0.467, -0.744, -0.311, 0.759, 0.441, 0.421, 0.441, 0.521, 0.494, 0.445, 0.433, 0.429, 0.546, -0.638, -0.249, 0.763, -0.284, -0.245, 0.270, 0.264, 0.410],
  "e_tot_ev": -53069.126,
  "total_charge": 2,
  "homo_energy_ev": [-14.560, -14.515],
  "homo_lumo_gap_ha": [0.241, 0.247]
}

No. 6
{
  "formula": "C4H4N2O3S2",
  "method": "ωB97M-V/def2-TZVPD",
  "symbols": ["C", "C", "C", "C", "N", "N", "O", "O", "O", "S", "S", "H", "H", "H", "H"],
  "positions_angstrom": [[0.6272, 2.6092, -0.5667], [-0.2399, 0.6243, -0.1183], [0.7239, 0.4326, 0.8608], [-1.3908, -1.5550, 1.1311], [-0.3185, 1.8272, -0.8954], [0.0510, -1.9094, -1.3911], [0.4722, -2.7925, -0.6979], [0.1318, -1.6308, -2.5531], [2.9276, 2.2283, 0.8201], [-1.3671, -0.5879, -0.4608], [1.4768, 2.1113, 1.0143], [0.8755, 3.6805, -0.8021], [-0.5193, -1.0344, 1.5905], [-1.1001, -2.5036, 0.6767], [-2.3504, -1.4999, 1.3918]],
  "mulliken_charge": [-0.077, 0.610, -0.554, -0.791, -0.497, 0.773, -0.429, -0.459, -0.561, 0.098, 0.362, 0.334, 0.440, 0.319, 0.433],
  "e_tot_ev": -34996.347,
  "de_lowest_kcal_mol": 142.21,
  "total_charge": 0,
  "homo_energy_ev": [-8.840, -8.840],
  "homo_lumo_gap_ha": [0.234, 0.234]
}